Entry from the OMol25 dataset: a structure of composition C26H37MnN2O2Si4Te (wB97M-V/def2-TZVPD).

Spin multiplicity: 5
HOMO energy (alpha / beta) in eV: -7.87 / -8.08
Expectation value of S²: 6.4305
Charge: 0
ΔE to the lowest compared entry with this formula, charge and spin in kcal per mole: 0.00
Frontier orbital gap (alpha / beta) in eV: 6.41 / 7.28
E in Ha: -3850.07597

Each line ends with the Löwdin charge.
Atoms and positions in Å:
Mn 1.15224 2.23662 -0.17891  0.648
O 4.30451 4.76650 -0.56201  0.087
C 3.23088 4.22273 -0.42174  -0.593
O 2.99346 2.95729 -0.45882  -0.210
C 2.00036 5.10037 -0.19434  -0.163
C 2.19488 6.49309 -0.12601  0.019
C 1.11487 7.29458 0.06429  0.017
C -0.16988 6.71616 0.17055  -0.149
C -1.32620 7.51022 0.35107  -0.029
C -2.55915 6.93294 0.43448  -0.067
C -2.67990 5.53269 0.33573  -0.052
C -1.57885 4.74148 0.16409  -0.001
C -0.28940 5.30982 0.08259  -0.175
N 0.82390 4.51196 -0.08745  0.103
H 3.20433 6.86089 -0.22844  0.123
H 1.21715 8.37143 0.12753  0.124
H -1.20736 8.58481 0.41792  0.116
H -3.44275 7.54198 0.57045  0.108
H -3.65881 5.07374 0.39552  0.110
H -1.68996 3.67427 0.08586  0.067
N -6.07571 1.21419 0.85720  0.158
C -4.93958 1.25024 0.68714  -0.183
C -3.51880 1.30736 0.47723  -0.252
C -3.01314 1.39552 -0.81847  -0.036
C -1.64177 1.47145 -1.01017  -0.152
C -0.75790 1.47078 0.07111  -0.311
C -1.28404 1.34282 1.35843  -0.137
C -2.65196 1.26704 1.56928  -0.040
H -3.69214 1.40901 -1.66109  0.125
H -1.27170 1.56249 -2.02531  0.099
H -0.63090 1.32229 2.22239  0.092
H -3.05426 1.18318 2.57057  0.125
C -0.04800 -4.50478 2.39575  -0.213
Si 0.91911 -2.91682 2.10126  0.312
C 0.13060 -1.51551 3.07036  -0.222
C 2.69218 -3.14469 2.67492  -0.219
Si 0.89276 -2.38657 -0.18435  0.107
Te 2.07149 -0.14527 -0.30582  0.690
Si -1.24447 -2.64396 -1.11313  0.344
C -1.48391 -4.47425 -1.47768  -0.214
C -1.39325 -1.69319 -2.72534  -0.202
C -2.53527 -2.11742 0.13912  -0.199
Si 2.46830 -3.64069 -1.40630  0.304
C 2.23840 -5.45556 -0.96682  -0.211
C 4.22145 -3.12860 -0.97246  -0.231
C 2.18100 -3.38677 -3.24445  -0.217
H -0.01547 -4.78247 3.45292  0.032
H 0.35995 -5.33853 1.81970  0.021
H -1.09835 -4.38879 2.11733  0.014
H 0.16576 -1.72811 4.14259  0.035
H -0.91286 -1.36331 2.78586  0.017
H 0.67015 -0.58375 2.89298  0.007
H 2.72443 -3.27333 3.76037  0.032
H 3.30709 -2.27907 2.41984  0.024
H 3.14602 -4.02879 2.22110  0.020
H -0.79380 -4.82492 -2.24810  0.017
H -2.50069 -4.64807 -1.84069  0.035
H -1.33712 -5.09122 -0.58794  0.024
H -0.70959 -2.09065 -3.47800  0.022
H -1.15429 -0.63634 -2.58777  0.000
H -2.41057 -1.76811 -3.11921  0.037
H -2.53892 -2.79797 0.99443  0.024
H -3.53646 -2.13118 -0.30053  0.042
H -2.33626 -1.11244 0.51379  -0.002
H 2.45163 -5.63787 0.08920  0.020
H 2.92630 -6.07143 -1.55333  0.033
H 1.22384 -5.80358 -1.16816  0.015
H 4.44065 -3.29064 0.08470  0.020
H 4.40117 -2.07512 -1.19377  -0.001
H 4.93233 -3.71801 -1.55869  0.034
H 1.21939 -3.79788 -3.56052  0.016
H 2.96365 -3.88822 -3.82008  0.033
H 2.19921 -2.32610 -3.50373  0.030

Cartesian forces, eV/Å:
-0.13 0.73 -0.03
-0.02 -0.03 0.03
0.04 0.09 -0.06
-0.56 -0.41 0.12
0.01 -0.01 0.00
-0.04 -0.02 0.01
0.00 -0.02 -0.01
0.02 0.01 0.00
-0.01 -0.01 0.00
0.00 0.02 -0.01
0.00 -0.02 0.00
0.00 -0.03 0.04
0.03 0.03 0.01
-0.01 -0.07 -0.02
0.01 0.00 0.00
0.00 0.00 0.01
-0.01 -0.01 0.00
0.01 0.00 0.00
0.01 0.00 0.00
0.01 -0.04 0.02
0.01 0.00 -0.01
-0.04 -0.01 0.02
0.02 0.03 0.01
0.04 -0.05 0.03
-0.06 -0.07 0.01
0.45 0.19 -0.04
-0.07 0.01 -0.01
-0.03 0.05 -0.04
-0.01 0.01 0.00
0.02 0.01 0.00
0.02 0.00 0.00
-0.01 0.00 0.00
-0.01 0.00 0.02
-0.02 -0.04 -0.08
-0.01 -0.03 0.05
-0.02 -0.02 0.02
0.00 0.12 0.13
0.28 -0.42 -0.16
0.05 0.03 -0.09
0.03 -0.01 0.00
-0.01 0.08 0.05
-0.01 0.03 -0.02
-0.02 -0.01 0.08
0.04 -0.01 -0.03
-0.01 -0.02 -0.03
0.00 -0.02 0.01
0.00 0.00 -0.01
0.01 0.01 0.00
0.02 0.00 0.00
-0.01 0.00 -0.01
0.00 -0.02 -0.01
0.03 0.01 -0.01
0.01 0.00 -0.01
-0.01 0.01 0.00
0.00 0.01 -0.01
0.00 0.01 0.00
0.00 0.00 0.01
-0.01 0.02 0.00
0.01 -0.03 0.02
-0.02 -0.10 -0.01
0.00 0.01 0.00
0.01 0.01 -0.02
0.00 0.02 0.01
-0.02 -0.04 -0.03
0.00 0.02 0.00
-0.01 0.00 0.01
-0.01 0.01 -0.01
-0.02 0.00 0.00
0.00 -0.01 -0.01
-0.01 -0.01 0.01
0.00 0.01 0.01
-0.01 0.00 0.00
0.00 0.00 0.01